# 1
Computed, not measured: a cluster of 2 separate species, C3H3N3O in total in a non-equilibrium geometry, with ωB97M-V/def2-TZVPD.

Cartesian coordinates (Å):
1 N 0.358 1.711 1.362
2 C -0.286 0.972 0.624
3 N -1.543 -1.075 0.221
4 N -0.845 -2.080 0.391
5 O 2.120 -0.057 -1.754
6 C 1.701 -0.992 -1.269
7 C -0.916 0.166 -0.199
8 H -0.205 2.343 1.935
9 H 0.149 -1.901 0.159
10 H -1.218 0.527 -1.175

The LUMO energy comes out at 0.57 eV. For the total energy, the calculation gives -355.50120 Ha. As for the HOMO energy: -9.07 eV. As for the multiplicity: 1. As for the max |F|: 1.39 eV/A. The frontier orbital gap comes out at 9.641 eV. The relative energy (zero: lowest compared OMol25 entry of this formula, charge and spin) is 87.0 kcal/mol.

---

# 2
Computed, not measured: the molecule C5H11NO2 in a non-equilibrium geometry, with ωB97M-V/def2-TZVPD.

Cartesian coordinates (Å):
1 C -0.794 0.117 2.559
2 C 0.577 0.702 2.649
3 C -1.443 0.429 1.173
4 N -0.897 -0.420 0.107
5 C -0.618 0.247 -1.152
6 C 0.596 -0.361 -1.817
7 O 1.725 0.286 -1.443
8 O 0.629 -1.265 -2.606
9 H -1.418 0.530 3.351
10 H -0.887 -0.968 2.642
11 H 1.251 0.275 3.419
12 H 0.578 1.715 3.057
13 H 1.165 0.410 1.770
14 H -2.538 0.384 1.162
15 H -1.193 1.456 0.990
16 H -0.183 -1.028 0.479
17 H -1.509 0.176 -1.759
18 H -0.279 1.304 -1.082
19 H 2.551 -0.103 -1.760

The LUMO energy comes out at 0.71 eV. For the total energy, the calculation gives -402.32944 Ha. As for the HOMO energy: -8.98 eV. As for the multiplicity: 1. As for the structure (SMILES): CCCNCC(=O)O. As for the max |F|: 2.43 eV/A. The frontier orbital gap comes out at 9.695 eV. The relative energy (zero: lowest compared OMol25 entry of this formula, charge and spin) is 30.6 kcal/mol.

---

# 3
Computed, not measured: the ion C4H7N3 with charge +2 in a non-equilibrium geometry, with ωB97M-V/def2-TZVPD.

Cartesian coordinates (Å):
1 C 2.914 -0.701 0.013
2 C -0.550 0.293 -0.009
3 C 0.899 0.917 -0.035
4 C -0.635 -1.212 0.059
5 N -1.534 1.098 -0.034
6 N 1.956 -0.100 -0.009
7 N 1.161 2.069 0.042
8 H 3.770 -1.381 -0.136
9 H -0.599 -1.391 -1.027
10 H -1.749 -1.388 0.231
11 H 0.116 -1.832 0.468
12 H -2.478 0.792 -0.109
13 H -1.475 2.080 -0.149
14 H 1.855 2.738 0.203

The LUMO energy comes out at -10.39 eV. Its net charge is +2. For the total energy, the calculation gives -320.10207 Ha. As for the HOMO energy: -20.50 eV. As for the multiplicity: 1. As for the structure (SMILES): [H]/N=C(\[N+]#C)C(C)=[NH2+]. As for the max |F|: 4.96 eV/A. The frontier orbital gap comes out at 10.113 eV. The relative energy (zero: lowest compared OMol25 entry of this formula, charge and spin) is 8.2 kcal/mol.

---

# 4
Computed, not measured: a structure of composition C22H22Cl3GaGeN5O2PS2, with ωB97M-V/def2-TZVPD.

Cartesian coordinates (Å):
1 Ga 0.318 0.084 -1.221
2 C 5.001 -0.688 -0.690
3 C 5.122 -1.675 0.276
4 C 3.972 -2.221 0.800
5 C 2.729 -1.790 0.334
6 N 2.607 -0.872 -0.628
7 C 3.734 -0.323 -1.102
8 N 1.632 -2.354 0.975
9 C 0.420 -2.273 0.604
10 N -0.199 -1.619 -0.482
11 C -1.540 -1.988 -0.492
12 N -2.469 -1.716 -1.322
13 C -2.359 -0.874 -2.404
14 C -3.455 -0.883 -3.274
15 C -3.517 -0.004 -4.324
16 C -2.477 0.904 -4.489
17 C -1.419 0.847 -3.617
18 N -1.323 -0.037 -2.604
19 C -1.812 -2.846 0.677
20 C -2.986 -3.429 1.115
21 C -2.921 -4.184 2.279
22 C -1.713 -4.353 2.962
23 C -0.540 -3.771 2.500
24 C -0.624 -3.009 1.350
25 H 5.863 -0.200 -1.122
26 H 6.094 -1.998 0.625
27 H 3.989 -2.971 1.577
28 H 3.617 0.451 -1.844
29 H -4.245 -1.589 -3.061
30 H -4.367 -0.003 -4.994
31 H -2.476 1.642 -5.277
32 H -0.600 1.535 -3.737
33 H -3.909 -3.291 0.569
34 H -3.817 -4.652 2.665
35 H -1.695 -4.951 3.864
36 H 0.406 -3.899 3.009
37 C 0.458 5.780 0.435
38 C 0.348 4.641 1.416
39 O -0.704 3.753 0.964
40 P -0.522 2.192 0.971
41 S -1.973 1.259 0.085
42 S 1.250 1.702 0.059
43 O -0.347 1.907 2.524
44 C -0.105 0.564 3.013
45 C -1.336 0.017 3.698
46 H 1.216 6.487 0.774
47 H -0.494 6.302 0.347
48 H 0.744 5.407 -0.549
49 H 0.072 4.977 2.415
50 H 1.288 4.088 1.483
51 H 0.734 0.656 3.701
52 H 0.214 -0.074 2.187
53 H -1.637 0.664 4.522
54 H -1.114 -0.976 4.093
55 H -2.165 -0.066 2.995
56 Cl 1.560 0.469 -3.196
57 Ge 1.710 3.091 -3.244
58 Cl 3.879 3.106 -2.728
59 Cl 1.884 3.054 -5.464

The LUMO energy comes out at -0.95 eV. For the total energy, the calculation gives -7796.17012 Ha. As for the HOMO energy: -8.60 eV. As for the multiplicity: 1. As for the max |F|: 0.87 eV/A. The frontier orbital gap comes out at 7.649 eV. The relative energy (zero: lowest compared OMol25 entry of this formula, charge and spin) is 10.6 kcal/mol.

---

# 5
Computed, not measured: a structure of composition C26H23IMnN10S, with ωB97M-V/def2-TZVPD.

Cartesian coordinates (Å):
1 Mn 0.558 0.358 0.920
2 C 0.748 -0.477 -3.290
3 C 0.427 -0.049 -1.894
4 N 1.122 -0.359 -0.849
5 N 2.198 -1.177 -1.008
6 C 3.024 -1.120 0.015
7 N 4.125 -1.908 -0.082
8 S 2.888 -0.088 1.392
9 C -0.721 0.804 -1.605
10 C -1.477 1.410 -2.609
11 C -2.542 2.215 -2.263
12 C -2.851 2.371 -0.918
13 C -2.055 1.741 0.020
14 N -1.000 0.990 -0.300
15 H 1.592 -1.158 -3.275
16 H 1.005 0.387 -3.907
17 H -0.111 -0.973 -3.750
18 H 4.133 -2.611 -0.801
19 H 4.677 -2.048 0.744
20 H -1.210 1.256 -3.645
21 H -3.127 2.711 -3.027
22 H -3.677 2.987 -0.592
23 H -2.250 1.862 1.077
24 N -3.801 -0.963 -1.709
25 C -2.680 -1.701 -1.615
26 N -2.240 -2.300 -2.722
27 C -1.187 -3.095 -2.530
28 N -0.690 -3.739 -3.604
29 N -0.583 -3.324 -1.353
30 C -1.074 -2.601 -0.357
31 N -2.105 -1.777 -0.403
32 C -0.444 -2.816 0.979
33 C -0.546 -4.085 1.535
34 C -0.012 -4.314 2.787
35 C 0.642 -3.269 3.419
36 C 0.740 -2.054 2.770
37 N 0.204 -1.807 1.563
38 H -4.181 -0.781 -2.620
39 H -4.056 -0.384 -0.931
40 H -1.066 -3.540 -4.512
41 H 0.162 -4.258 -3.501
42 H -1.050 -4.862 0.977
43 H -0.099 -5.284 3.256
44 H 1.091 -3.386 4.395
45 H 1.299 -1.242 3.212
46 I -0.478 1.240 3.244
47 C -0.054 3.225 2.718
48 C -0.456 4.221 3.556
49 C -0.142 5.555 3.222
50 C 0.563 5.817 2.085
51 C 0.986 4.778 1.217
52 C 1.733 5.070 0.054
53 C 2.142 4.048 -0.752
54 C 1.808 2.712 -0.446
55 C 1.066 2.337 0.656
56 C 0.668 3.419 1.512
57 H -0.998 3.999 4.465
58 H -0.455 6.357 3.878
59 H 0.822 6.838 1.825
60 H 1.979 6.101 -0.170
61 H 2.730 4.259 -1.638
62 H 2.181 1.947 -1.120

The LUMO energy (alpha / beta) comes out at 0.15 / 0.17 eV. For the total energy, the calculation gives -3399.10873 Ha. As for the HOMO energy (alpha / beta): -6.93 / -6.67 eV. As for the multiplicity: 2. As for the max |F|: 0.68 eV/A. The frontier orbital gap (alpha / beta) comes out at 7.086 / 6.832 eV. The relative energy (zero: lowest compared OMol25 entry of this formula, charge and spin) is 0.0 kcal/mol. The expectation value of S² is 0.78.